## one
ORCA calculation (wB97M-V/def2-TZVPD) on an isolated molecule of C3H6N2S2.

Computed properties:
HOMO, eV: -8.9

```
13
Properties=species:S:1:pos:R:3:mulliken_charge:R:1
C -1.34438 -1.76612 -0.88089 -1.07
C -0.65989 -0.37605 -0.80431 0.57
C 0.34063 -0.12764 0.37151 -0.03
H -0.70283 -2.60460 -0.92138 0.32
H -2.07573 -1.87441 -0.12091 0.30
H -1.95561 -1.78990 -1.81741 0.33
H -0.54600 2.24144 -2.27660 0.28
H -0.29296 2.05913 -0.56165 0.23
H 0.73052 0.82212 2.38745 0.17
N -0.87025 0.48347 -1.68974 -0.30
N -0.19931 1.65569 -1.53263 -0.47
S -0.43014 0.79110 1.58387 -0.13
S 1.82460 -0.80417 0.52545 -0.20
```



## two
ORCA calculation (wB97M-V/def2-TZVPD) on an isolated molecule of C3H6N2S2.

Computed properties:
HOMO, eV: -8.3

```
13
Properties=species:S:1:pos:R:3:mulliken_charge:R:1
C 0.59116 -1.17383 0.51972 -0.57
C -0.63613 -1.37877 -0.34458 -0.62
C -0.48123 1.83644 -0.10000 0.08
H 0.54856 -0.85041 1.51792 0.34
H 1.09058 -2.19094 0.67813 0.29
H -0.82134 -2.55787 -0.42050 0.29
H -0.22606 -1.16824 -1.43081 0.34
H -0.35555 2.95416 -0.21773 0.26
H 1.51599 2.18318 0.32320 0.25
N -1.65173 1.32962 -0.10460 -0.38
N 0.96883 1.39605 0.09532 -0.24
S -2.16639 -0.27524 -0.11328 0.02
S 1.62331 -0.10414 -0.40277 -0.08
```



Stability, highest: one



## one
ORCA calculation (wB97M-V/def2-TZVPD) on a cluster of 2 separate species, C3H6N2S2 in total.

Computed properties:
HOMO, eV: -8.6

```
13
Properties=species:S:1:pos:R:3:mulliken_charge:R:1
C 0.09179 2.17902 -1.01081 -0.15
C 0.48012 3.50687 -0.98929 -0.35
C 0.59669 -1.62666 0.38195 -0.49
N 1.21730 2.27048 0.91009 -0.38
N 0.49174 1.56608 0.11853 -0.05
S 1.39826 3.83441 0.39435 0.14
S -1.15855 -1.46537 -0.20374 -0.19
H -0.25752 1.53962 -1.78391 0.40
H 0.16501 4.26737 -1.73021 0.33
H 0.95031 -2.54712 -0.21580 0.23
H 0.65486 -1.99574 1.47583 0.23
H 0.96705 -0.59697 0.25469 0.18
H -1.09802 -0.13104 -0.38006 0.08
```



## two
ORCA calculation (wB97M-V/def2-TZVPD) on an isolated molecule of C3H6N2S2.

Computed properties:
HOMO, eV: -8.4

```
13
Properties=species:S:1:pos:R:3:mulliken_charge:R:1
C 0.40206 -0.16780 -0.51406 0.35
C -1.56789 1.22609 0.34580 -0.57
C -0.76231 0.70879 1.55247 -0.49
H 2.37506 -2.12842 -1.45818 0.29
H 2.47988 -1.40933 0.04703 0.27
H -2.32607 0.62043 -0.02908 0.36
H -2.01568 2.20702 0.52165 0.35
H -1.50792 0.73495 2.42992 0.31
H 0.11963 1.44923 1.66529 0.29
N 1.76814 -1.92631 -0.76110 -0.61
N 1.21631 -0.76384 -1.22129 -0.29
S -0.43434 1.31129 -0.94532 -0.15
S -0.09361 -0.88911 1.09499 -0.10
```



Stability, highest: one



## one
ORCA calculation (wB97M-V/def2-TZVPD) on the ion C2H5N5 with charge +2.

Computed properties:
Total charge: +2
HOMO (spin up / spin down), eV: -21.9 / -22.2

```
12
Properties=species:S:1:pos:R:3:mulliken_charge:R:1
C 0.53299 0.13433 -0.97179 0.39
C -0.76644 -0.36321 1.45656 -0.58
N -0.00403 0.88809 -1.90258 0.01
N -1.07202 1.38750 -1.52916 -0.06
N -1.53473 0.94448 -0.42442 0.06
N -0.59422 0.19526 0.16929 0.45
N 1.72445 -0.30158 -0.83403 -0.13
H -0.56089 0.36089 2.23840 0.40
H -0.13708 -1.19201 1.72993 0.30
H -1.85105 -0.65245 1.81397 0.36
H 2.18881 -0.60779 -1.81131 0.45
H 2.07421 -0.79351 0.06513 0.37
```



## two
ORCA calculation (wB97M-V/def2-TZVPD) on the ion C2H5N5 with charge +2.

Computed properties:
Total charge: +2
HOMO (spin up / spin down), eV: -19.1 / -19.1

```
12
Properties=species:S:1:pos:R:3:mulliken_charge:R:1
C -0.18817 -0.22613 -1.28095 0.57
C 0.09156 0.46315 1.67884 0.43
N -0.61027 0.86213 -0.50028 -0.40
N -0.27823 0.91048 0.64200 0.71
N 0.46305 -1.03306 -0.49673 -0.46
N -0.47640 -0.26731 -2.60059 -0.35
N 0.45657 0.56640 2.84748 -0.09
H 0.86392 -1.97032 -0.94550 0.34
H -1.00794 0.48366 -3.18864 0.31
H -0.31964 -1.11337 -3.11704 0.25
H 0.22800 1.39657 3.49424 0.39
H 0.77757 -0.07220 3.46717 0.30
```



Stability, highest: two



## one
ORCA calculation (wB97M-V/def2-TZVPD) on an isolated molecule of C3H6FN3.

Computed properties:
HOMO, eV: -8.3

```
13
Properties=species:S:1:pos:R:3:mulliken_charge:R:1
C -1.41147 0.42735 0.29143 0.15
C 0.83663 -0.05414 0.79571 0.01
C 1.72594 -0.61345 1.59881 -0.10
H 0.44857 0.68192 -1.85722 0.34
H -0.19616 -0.87020 -1.85064 0.29
H -2.42911 0.47798 -1.43956 0.25
H -2.48168 0.63308 0.62809 0.26
H 1.35862 0.23070 -0.20819 0.03
H 1.53989 -0.79353 2.74622 0.30
N -0.41070 0.14885 -1.99105 -0.66
N -1.44211 0.49285 -1.10145 -0.07
N -0.51490 0.13188 1.17575 -0.52
F 2.97647 -0.89328 1.21209 -0.26
```



## two
ORCA calculation (wB97M-V/def2-TZVPD) on an isolated molecule of C3H6FN3.

Computed properties:
HOMO, eV: -8.2

```
13
Properties=species:S:1:pos:R:3:mulliken_charge:R:1
C 0.35066 -0.89038 -1.00032 -0.21
C -0.45033 0.18420 -1.12853 0.30
C -0.52271 1.39737 -0.32823 -0.20
H 1.27175 -0.57456 0.79133 0.36
H 1.67645 -2.06806 0.04770 0.25
H 0.26076 -1.64284 -1.75915 0.38
H -0.66377 2.31339 -0.86075 0.39
H -0.49609 0.57518 2.62144 0.26
H -0.88571 -0.35644 1.33286 0.22
N 1.36765 -1.08157 -0.10476 -0.49
N -0.40962 1.52523 0.93345 -0.45
N -0.24765 0.38569 1.69125 -0.49
F -1.25138 0.23279 -2.23630 -0.31
```



## three
ORCA calculation (wB97M-V/def2-TZVPD) on a cluster of 2 separate species, C3H6FN3 in total.

Computed properties:
HOMO, eV: -8.1

```
13
Properties=species:S:1:pos:R:3:mulliken_charge:R:1
C -2.26348 -1.06884 -0.48866 0.14
C 1.48738 1.35398 0.55629 -0.74
C 1.65274 -0.07012 0.65168 0.25
N -3.32175 -1.58609 -0.69697 -0.46
N 0.88077 -2.28968 0.63461 -1.11
N 1.31436 -1.16206 0.74450 0.72
F -2.04939 0.05848 0.29901 -0.27
H 1.68658 1.74036 -0.47767 0.25
H 0.37771 1.46075 0.85039 0.17
H 2.06711 1.77783 1.36244 0.29
H -1.31444 -1.41429 -0.86615 0.30
H -4.19037 -1.18052 -0.35021 0.28
H 1.45877 -2.97840 1.06247 0.19
```



Stability, highest: two



## one
ORCA calculation (wB97M-V/def2-TZVPD) on a structure of composition C44H48N8O3SSiTi.

Computed properties:
HOMO (spin up / spin down), eV: -6.2 / -7.6
Expectation value of S²: 2.039
Multiplicity: 3

```
106
Properties=species:S:1:pos:R:3:mulliken_spin:R:1
Ti 0.04422 0.56278 0.21509 0.95
N -6.06567 2.19640 5.69370 0.00
C -5.10894 1.81252 4.77997 0.00
C -5.48911 1.31073 3.53038 0.00
C -4.53928 0.90471 2.62210 0.00
C -3.19279 0.98565 2.95604 0.01
C -2.79260 1.45255 4.20924 0.00
C -3.74830 1.86077 5.11418 0.00
S -2.00384 0.50230 1.80469 0.02
O -2.54610 -0.46128 0.87881 0.01
O -0.81806 0.06167 2.53957 -0.01
N -1.51705 1.75453 0.88452 0.00
C -0.53848 2.55849 1.53860 -0.01
N 0.72468 2.12105 1.30068 -0.09
C 1.71201 2.74206 1.89470 0.06
C 1.48156 3.84086 2.69140 -0.01
C 0.16606 4.23118 2.85833 0.02
N -0.85295 3.59431 2.30103 -0.01
H -6.99411 2.38101 5.35836 0.00
H -5.77365 2.75490 6.47495 0.00
H -6.54129 1.23569 3.28225 0.00
H -4.82991 0.50778 1.65703 0.00
H -1.74127 1.46905 4.46796 0.00
H -3.45167 2.21348 6.09641 0.00
H 2.70747 2.34783 1.72409 0.00
H 2.29781 4.36962 3.16074 0.00
H -0.09605 5.07679 3.48588 0.00
C 0.70842 6.35347 -1.91343 0.00
C -0.25575 5.60941 -1.24762 0.00
C -0.18582 4.21915 -1.25288 -0.01
C 0.84242 3.52543 -1.90879 0.00
C 1.79475 4.30273 -2.57886 0.00
C 1.73263 5.69399 -2.58227 0.00
Si 0.79104 1.59453 -2.00996 0.01
C 2.54024 1.16237 -2.57205 0.04
C 2.85829 0.27242 -3.60241 -0.01
C 4.17830 -0.06984 -3.88793 0.00
C 5.21677 0.47592 -3.14560 0.00
C 4.92707 1.36680 -2.11567 0.00
C 3.60644 1.69469 -1.83393 0.00
C -0.41383 1.50485 -3.47339 -0.01
C -0.02660 1.63324 -4.81092 0.01
C -0.96629 1.67518 -5.83450 0.00
C -2.32284 1.58440 -5.54082 0.00
C -2.73233 1.46692 -4.21780 0.01
C -1.78452 1.43052 -3.20027 0.00
H 0.65412 7.43591 -1.92502 0.00
H -1.06947 6.10843 -0.73172 0.00
H -0.97993 3.66666 -0.76033 0.00
H 2.60497 3.81523 -3.11377 0.00
H 2.48482 6.26437 -3.11491 0.00
H 2.06678 -0.16492 -4.20500 0.00
H 4.39404 -0.76362 -4.69284 0.00
H 6.24564 0.21672 -3.37040 0.00
H 5.73133 1.80788 -1.53607 0.00
H 3.39763 2.39520 -1.02653 0.00
H 1.02990 1.71061 -5.05982 0.00
H -0.64140 1.78779 -6.86292 0.00
H -3.05660 1.60889 -6.33807 0.00
H -3.78862 1.39713 -3.97912 0.00
H -2.12431 1.34954 -2.17225 0.01
C -0.37152 -3.55640 -1.60618 0.01
N -1.00001 -4.51368 -2.53000 0.00
C -2.41042 -4.13224 -2.68947 0.00
N -2.56547 -2.76420 -3.19265 0.00
C -1.89567 -1.85594 -2.25302 0.01
N -0.46617 -2.17436 -2.08160 0.00
C 0.16910 -2.09925 -3.40227 0.00
N -0.44664 -3.01183 -4.37630 0.00
C -0.34841 -4.37541 -3.84085 0.00
C -1.87191 -2.66495 -4.48353 0.00
H 0.68224 -3.81859 -1.48992 0.00
H -0.86475 -3.63148 -0.63467 0.00
H -2.90893 -4.21164 -1.72181 0.00
H -2.88655 -4.82473 -3.38617 0.00
H -2.38958 -1.91751 -1.28337 0.00
H -1.98420 -0.84183 -2.63541 0.00
H 1.22568 -2.35697 -3.29707 0.00
H 0.08167 -1.07750 -3.77567 0.00
H 0.70550 -4.64222 -3.74207 0.00
H -0.81957 -5.06650 -4.54172 0.00
H -2.34803 -3.34341 -5.19433 0.00
H -1.96112 -1.64250 -4.85666 0.00
C 5.31411 -1.86042 5.09167 -0.01
C 4.18655 -1.87445 4.08454 0.15
C 4.29189 -1.22014 2.86232 -0.10
C 3.26224 -1.20672 1.92614 0.13
C 3.48391 -0.48169 0.62013 0.04
C 2.05264 -1.88478 2.22494 0.02
C 0.93327 -1.92011 1.35042 0.56
O 0.73878 -1.04632 0.33901 0.06
C 1.93271 -2.55774 3.47503 0.10
C 0.63447 -3.23137 3.86794 0.03
C 2.98956 -2.53823 4.36484 -0.07
H 6.19035 -1.34248 4.69905 0.00
H 5.61273 -2.87671 5.36273 0.01
H 5.00801 -1.35752 6.01345 0.01
H 5.21816 -0.70439 2.61921 0.00
H 4.53327 -0.21187 0.51034 0.00
H 2.89804 0.43149 0.54804 0.04
H 3.19399 -1.08251 -0.24123 0.00
H 0.14537 -2.63526 1.50861 0.02
H -0.19603 -2.52203 3.81967 0.00
H 0.70087 -3.61708 4.88560 0.00
H 0.38984 -4.06961 3.20835 0.01
H 2.87963 -3.04573 5.32157 0.00
```



## two
ORCA calculation (wB97M-V/def2-TZVPD) on a structure of composition C44H48N8O3SSiTi.

Computed properties:
HOMO (spin up / spin down), eV: -6.5 / -7.6
Expectation value of S²: 2.044
Multiplicity: 3

```
106
Properties=species:S:1:pos:R:3:mulliken_spin:R:1
Ti -0.22677 0.65208 -0.91272 0.84
N 2.88089 5.48652 2.57879 0.00
C 2.53826 4.81643 1.42115 -0.01
C 2.92187 3.48378 1.25166 0.02
C 2.56737 2.79641 0.11130 0.00
C 1.83530 3.43578 -0.88523 0.05
C 1.49711 4.78138 -0.75891 0.00
C 1.84394 5.46272 0.38964 0.00
S 1.29516 2.51403 -2.27357 0.01
O 1.62878 1.09008 -1.95480 -0.04
O 1.81073 3.04266 -3.48958 0.00
N -0.29459 2.38421 -2.20465 0.02
C -1.21868 3.07172 -1.43999 0.04
N -1.73884 2.21463 -0.53713 -0.04
C -2.73479 2.63295 0.23743 0.05
C -3.20005 3.93025 0.11401 -0.01
C -2.56784 4.74387 -0.81420 0.01
N -1.57471 4.33116 -1.60341 -0.01
H 3.05091 4.90068 3.38195 0.00
H 2.35473 6.31818 2.79014 0.00
H 3.46857 2.97799 2.03978 -0.01
H 2.83798 1.75588 -0.00061 -0.02
H 0.95264 5.28454 -1.54754 0.00
H 1.56937 6.50485 0.50151 0.00
H -3.13363 1.92566 0.95466 0.00
H -4.01200 4.29678 0.72348 0.00
H -2.87211 5.77728 -0.93833 0.00
C -2.08997 -5.60736 -1.96469 0.00
C -2.00923 -4.75298 -3.05691 0.00
C -2.05952 -3.37957 -2.86919 0.00
C -2.20302 -2.82147 -1.59563 0.00
C -2.28804 -3.69803 -0.51300 0.00
C -2.22621 -5.07526 -0.69037 0.00
Si -2.28919 -0.93926 -1.40299 0.21
C -3.31584 -0.61245 0.17499 -0.02
C -4.64533 -0.17872 0.14248 0.00
C -5.32256 0.18189 1.30173 0.00
C -4.68244 0.12145 2.53220 0.00
C -3.36452 -0.31333 2.59414 0.00
C -2.69599 -0.67097 1.42984 0.00
C -3.38833 -0.38918 -2.85054 -0.02
C -4.53171 -1.12754 -3.18214 0.00
C -5.37366 -0.73727 -4.21222 0.00
C -5.08713 0.40662 -4.94779 0.00
C -3.95328 1.14568 -4.65066 0.00
C -3.11545 0.74648 -3.61459 0.00
H -2.05549 -6.68067 -2.10757 0.00
H -1.90540 -5.15886 -4.05624 0.00
H -1.99785 -2.72829 -3.73614 0.00
H -2.41356 -3.30406 0.48997 0.00
H -2.29843 -5.73421 0.16696 0.00
H -5.15962 -0.10286 -0.80863 0.00
H -6.35233 0.51426 1.24277 0.00
H -5.20631 0.40697 3.43599 0.00
H -2.85442 -0.36825 3.54888 0.00
H -1.65913 -0.98725 1.49985 0.01
H -4.76062 -2.03310 -2.62834 0.00
H -6.25120 -1.32740 -4.44742 0.00
H -5.74084 0.71206 -5.75550 0.00
H -3.71243 2.02915 -5.22948 0.00
H -2.22221 1.32715 -3.41683 -0.01
C 2.21885 -2.09537 -1.79654 0.01
N 3.58412 -2.62591 -1.73499 0.00
C 3.81175 -3.10997 -0.37049 0.01
N 2.84724 -4.13713 0.03626 0.00
C 1.49789 -3.56781 -0.07932 -0.02
N 1.21291 -3.09111 -1.43091 0.01
C 1.34747 -4.22754 -2.34712 0.00
N 2.68934 -4.82074 -2.29840 0.00
C 3.66009 -3.77771 -2.64063 0.00
C 2.94642 -5.24617 -0.92003 0.00
H 2.01140 -1.74457 -2.80964 -0.02
H 2.14846 -1.23819 -1.12133 0.02
H 3.74073 -2.26469 0.31885 0.01
H 4.81952 -3.52621 -0.30608 0.00
H 1.39774 -2.73702 0.62268 -0.01
H 0.76386 -4.33221 0.18502 0.00
H 1.14387 -3.88967 -3.36492 0.00
H 0.60896 -4.98418 -2.07965 0.00
H 3.47069 -3.43694 -3.66021 0.00
H 4.66665 -4.19879 -2.59344 0.00
H 3.94923 -5.67516 -0.86171 0.00
H 2.22024 -6.01393 -0.64529 0.00
C 3.17776 3.09694 6.07559 -0.01
C 2.73422 2.29002 4.88621 0.15
C 1.54718 2.58358 4.21898 -0.07
C 1.08774 1.84820 3.13999 0.10
C -0.17947 2.29988 2.47155 0.02
C 1.84765 0.72984 2.68385 0.08
C 1.52662 -0.06552 1.55702 0.19
O 0.51819 0.12675 0.71700 0.08
C 3.05373 0.40974 3.38000 0.06
C 3.91223 -0.75206 2.95678 0.02
C 3.46820 1.19271 4.44069 -0.07
H 2.99389 4.16397 5.93020 0.00
H 4.24109 2.95925 6.27334 0.00
H 2.63356 2.79969 6.97551 0.01
H 0.95222 3.42858 4.55464 0.00
H -0.66026 3.07327 3.07236 0.00
H -0.88686 1.48496 2.32456 0.00
H 0.03832 2.72745 1.48913 0.03
H 2.16956 -0.90030 1.30884 0.30
H 3.35777 -1.69406 2.96227 0.00
H 4.76029 -0.86021 3.63119 0.00
H 4.30600 -0.61410 1.94505 0.00
H 4.39462 0.93654 4.94536 0.00
```



Stability, highest: two